# 1
# C6H14N2

One molecule with the formula C6H14N2 at a distorted geometry (wB97M-V/def2-TZVPD, the Open Molecules 2025 dataset).

## Properties
SMILES = CN1CCC[C@H]1CN
largest force on an atom = 1.8 eV Å⁻¹
total energy = -346.5018 a.u.
energy relative to the best compared isomer or geometry (same formula, charge and spin) = 15.9 kcal/mol
orbital gap = 9.52 eV

Geometry (Å):
C  -0.207  1.120  1.998
N  0.300  0.521  0.774
C  0.543  1.511  -0.270
C  0.179  0.826  -1.585
C  -0.956  -0.093  -1.185
C  -0.626  -0.513  0.259
C  0.031  -1.896  0.417
N  1.306  -2.056  -0.282
H  0.492  1.887  2.329
H  -0.243  0.388  2.802
H  -1.189  1.609  1.895
H  1.578  1.800  -0.323
H  -0.084  2.391  -0.095
H  0.965  0.290  -2.120
H  -0.132  1.562  -2.334
H  -1.926  0.397  -1.167
H  -1.030  -0.975  -1.825
H  -1.566  -0.618  0.817
H  -0.665  -2.626  0.005
H  0.225  -1.987  1.462
H  1.223  -2.378  -1.237
H  1.780  -1.160  -0.334

Forces on atoms 1 to 3 (eV/Å):
C 0.633 0.242 0.169
N -0.842 -0.175 0.315
C -0.044 -0.507 -0.494

Atomic partial charges in e from the natural (NBO) method, atoms 1 to 6: -0.40, -0.46, -0.22, -0.42, -0.42, -0.05

# 2
# C3HO2Pt

C3HO2Pt as an isolated structure at a distorted geometry (wB97M-V/def2-TZVPD, the Open Molecules 2025 dataset).

## Properties
<S²> = 3.773
largest force on an atom = 12.0 eV Å⁻¹
total energy = -383.5070 a.u.
energy relative to the best compared isomer or geometry (same formula, charge and spin) = 5.0 kcal/mol
2S+1 = 4
orbital gap (spin up / spin down) = 10.01 / 6.13 eV
net charge = +2

Geometry (Å):
C  -2.383  -0.456  -0.003
H  -3.284  -1.044  -0.040
C  -1.399  0.243  0.056
O  0.245  1.366  0.092
C  1.339  0.909  0.044
Pt  3.430  -0.990  -0.106
O  2.052  -0.027  -0.042

Forces on atoms 1 to 3 (eV/Å):
C -3.489 -2.245 -0.147
H -0.153 -0.129 -0.036
C 2.882 1.977 0.176

Atomic partial charges in e from the natural (NBO) method, atoms 1 to 6: 0.09, 0.31, 0.43, -0.40, 1.10, 0.98

# 3
# C52H124N4O20

A 12-piece molecular cluster, C52H124N4O20 overall at a distorted geometry (wB97M-V/def2-TZVPD, the Open Molecules 2025 dataset).

## Properties
SMILES = CC1(C)CCCC(C)(C)N1O.CC1(C)CCCC(C)(C)N1O.CC1(C)CCCC(C)(C)N1O.CC1(C)CCCC(C)(C)N1O.OCCO.OCCO.OCCO.OCCO.OCCO.OCCO.OCCO.OCCO
largest force on an atom = 2.3 eV Å⁻¹
total energy = -3779.1952 a.u.
energy relative to the best compared isomer or geometry (same formula, charge and spin) = 0.0 kcal/mol
orbital gap = 7.35 eV

Geometry (Å):
C  6.542  4.595  1.118
C  5.833  4.379  2.478
C  6.897  4.729  3.551
C  4.670  5.366  2.666
C  3.343  4.924  1.992
C  2.972  3.459  2.228
C  4.167  2.483  2.019
C  3.678  1.148  2.596
C  4.393  2.225  0.511
N  5.328  3.026  2.686
O  6.393  2.092  2.847
H  7.082  5.542  1.143
H  7.233  3.800  0.836
H  5.781  4.722  0.344
H  6.903  5.805  3.729
H  6.670  4.245  4.502
H  7.895  4.423  3.241
H  4.512  5.538  3.728
H  4.948  6.295  2.165
H  2.577  5.597  2.385
H  3.321  5.083  0.909
H  2.349  3.148  1.387
H  2.569  3.399  3.237
H  4.434  0.360  2.585
H  2.693  0.827  2.259
H  3.537  1.261  3.679
H  3.458  1.872  0.075
H  5.232  1.536  0.355
H  4.791  3.075  -0.049
H  6.753  2.039  1.946
C  -1.111  4.021  2.077
C  -1.551  2.785  2.883
C  -2.999  2.449  2.431
C  -0.545  1.710  2.426
C  -0.489  0.503  3.381
C  -0.324  0.993  4.821
C  -1.416  1.958  5.284
C  -2.743  1.194  5.394
C  -1.057  2.444  6.706
N  -1.384  3.038  4.306
O  -2.218  4.126  4.708
H  -1.771  4.893  2.108
H  -0.189  4.391  2.546
H  -0.859  3.833  1.033
H  -3.116  1.379  2.649
H  -3.764  2.802  3.124
H  -3.115  2.662  1.374
H  -0.786  1.370  1.418
H  0.449  2.164  2.437
H  -1.389  -0.108  3.283
H  0.366  -0.124  3.119
H  0.658  1.476  4.786
H  -0.337  0.179  5.549
H  -2.626  0.433  6.168
H  -3.071  0.653  4.506
H  -3.551  1.880  5.655
H  -0.973  1.544  7.315
H  -1.814  3.130  7.075
H  -0.064  2.895  6.726
H  -1.714  4.895  4.420
C  -5.115  -2.705  0.869
C  -3.754  -3.150  1.430
C  -2.802  -1.945  1.374
C  -3.962  -3.543  2.919
C  -3.005  -4.639  3.445
C  -2.878  -5.760  2.397
C  -2.376  -5.256  1.055
C  -0.956  -4.743  1.097
C  -2.397  -6.497  0.112
N  -3.305  -4.249  0.542
O  -3.068  -3.853  -0.772
H  -5.673  -2.103  1.592
H  -5.018  -2.033  0.012
H  -5.710  -3.558  0.545
H  -3.075  -1.022  1.893
H  -1.799  -2.199  1.725
H  -2.700  -1.571  0.350
H  -3.792  -2.616  3.467
H  -4.991  -3.863  3.074
H  -2.039  -4.248  3.762
H  -3.490  -5.117  4.298
H  -3.820  -6.293  2.259
H  -2.151  -6.479  2.781
H  -0.610  -4.525  0.086
H  -0.224  -5.400  1.580
H  -0.902  -3.881  1.764
H  -2.033  -7.420  0.563
H  -1.819  -6.332  -0.797
H  -3.453  -6.627  -0.137
H  -2.257  -3.309  -0.719
C  -7.168  1.992  -1.618
C  -6.305  2.774  -2.616
C  -7.202  3.212  -3.754
C  -5.760  4.063  -1.952
C  -4.595  3.840  -0.996
C  -3.470  3.095  -1.726
C  -3.991  1.788  -2.384
C  -2.854  1.362  -3.354
C  -4.016  0.750  -1.247
N  -5.174  2.043  -3.183
O  -5.571  0.908  -3.910
H  -6.616  1.684  -0.727
H  -8.043  2.512  -1.220
H  -7.574  1.110  -2.120
H  -7.735  2.329  -4.106
H  -7.829  4.070  -3.498
H  -6.679  3.677  -4.598
H  -5.466  4.693  -2.794
H  -6.556  4.576  -1.410
H  -4.287  4.861  -0.740
H  -4.802  3.406  -0.017
H  -2.631  2.784  -1.098
H  -2.980  3.740  -2.463
H  -1.912  1.166  -2.838
H  -2.670  2.195  -4.039
H  -3.090  0.474  -3.941
H  -4.527  0.999  -0.317
H  -3.000  0.445  -0.995
H  -4.466  -0.145  -1.691
H  -5.253  1.057  -4.807
O  -1.680  -2.484  -5.180
C  -2.636  -3.433  -4.686
C  -3.981  -3.272  -5.356
O  -3.948  -3.820  -6.684
H  -0.822  -2.831  -4.901
H  -2.267  -4.434  -4.944
H  -2.664  -3.287  -3.602
H  -4.159  -2.202  -5.537
H  -4.793  -3.672  -4.745
H  -4.852  -3.724  -7.001
O  4.956  0.613  -4.055
C  5.447  -0.223  -3.023
C  6.798  0.215  -2.458
O  7.150  -0.646  -1.383
H  5.389  0.366  -4.877
H  4.781  -0.209  -2.155
H  5.446  -1.263  -3.363
H  6.770  1.247  -2.107
H  7.535  0.206  -3.270
H  7.704  -1.334  -1.764
O  2.407  -4.999  4.129
C  1.223  -4.357  4.548
C  1.227  -2.929  4.048
O  1.258  -2.867  2.636
H  2.723  -4.681  3.267
H  0.339  -4.856  4.122
H  1.210  -4.464  5.633
H  2.182  -2.491  4.366
H  0.391  -2.334  4.422
H  2.171  -2.826  2.331
O  0.174  4.544  -3.513
C  0.171  4.683  -2.103
C  1.201  3.743  -1.478
O  0.879  2.399  -1.672
H  0.041  3.593  -3.648
H  0.417  5.728  -1.896
H  -0.804  4.502  -1.630
H  1.267  3.890  -0.392
H  2.187  4.048  -1.856
H  1.258  1.967  -2.479
O  0.707  -3.418  -3.813
C  0.924  -4.811  -3.767
C  2.432  -5.069  -3.733
O  3.097  -4.666  -4.942
H  1.383  -2.961  -4.343
H  0.607  -5.181  -2.789
H  0.368  -5.297  -4.572
H  2.731  -6.087  -3.464
H  2.760  -4.462  -2.877
H  4.000  -4.953  -4.767
O  1.893  1.242  -3.839
C  0.958  0.635  -4.729
C  1.663  -0.330  -5.658
O  2.199  -1.497  -5.051
H  2.781  0.925  -4.036
H  0.204  0.074  -4.164
H  0.343  1.326  -5.309
H  2.493  0.116  -6.224
H  0.945  -0.573  -6.454
H  2.610  -2.034  -5.738
O  -0.802  -2.282  -1.822
C  -0.328  -1.104  -1.189
C  1.018  -1.385  -0.502
O  1.999  -1.691  -1.485
H  -0.231  -2.468  -2.583
H  -0.220  -0.286  -1.907
H  -1.040  -0.748  -0.447
H  0.947  -2.206  0.211
H  1.303  -0.542  0.143
H  2.029  -0.947  -2.100
O  3.978  -3.435  2.316
C  4.028  -3.430  0.880
C  4.589  -2.084  0.443
O  5.903  -1.976  0.978
H  4.854  -3.119  2.583
H  4.689  -4.254  0.592
H  3.039  -3.623  0.464
H  3.997  -1.275  0.885
H  4.573  -1.945  -0.639
H  6.433  -1.374  0.445

Forces on atoms 1 to 3 (eV/Å):
C -0.970 0.532 -0.195
C 0.682 0.286 0.119
C -0.290 -0.439 0.177

Atomic partial charges in e from the Mulliken method, atoms 1 to 6: -1.76, 1.66, -2.04, -1.43, -0.92, 0.52

# 4
# C22H64N6O9

A 8-piece molecular cluster, C22H64N6O9 overall at a distorted geometry (wB97M-V/def2-TZVPD, the Open Molecules 2025 dataset).

## Properties
largest force on an atom = 14.3 eV Å⁻¹
total energy = -1881.6096 a.u.
energy relative to the best compared isomer or geometry (same formula, charge and spin) = 74.7 kcal/mol
orbital gap = 8.61 eV

Geometry (Å):
N  46.022  43.578  49.875
H  47.029  44.099  49.810
H  45.635  43.247  49.008
H  45.378  44.227  50.278
H  45.996  42.832  50.601
C  47.978  44.182  47.531
O  47.093  44.988  47.490
O  49.270  44.565  47.825
O  47.894  42.973  47.247
H  49.297  45.421  48.030
C  45.388  38.763  47.081
C  46.220  39.994  46.911
C  46.466  40.250  45.433
O  46.915  38.954  44.773
C  46.356  38.867  43.508
N  45.795  41.173  47.588
H  45.774  38.002  46.440
H  44.411  39.309  46.876
H  45.500  38.219  48.194
H  47.209  39.867  47.235
H  47.134  41.049  45.392
H  45.642  40.802  44.990
H  46.646  39.573  42.858
H  45.216  38.602  43.414
H  46.798  37.904  43.124
H  45.270  41.679  47.078
H  46.719  41.722  47.444
C  41.940  45.504  50.546
C  40.769  44.476  50.869
C  40.500  43.547  49.666
O  39.907  44.418  48.674
C  39.699  43.707  47.433
N  41.275  43.683  51.956
H  41.625  46.288  50.970
H  41.948  45.907  49.470
H  42.958  45.292  50.787
H  39.791  45.036  51.128
H  39.924  42.903  50.049
H  41.389  43.058  49.294
H  40.688  43.199  47.325
H  39.753  44.542  46.719
H  38.928  42.840  47.413
H  41.772  44.210  52.671
H  40.398  43.320  52.443
C  46.040  45.091  53.576
C  45.162  46.144  54.167
C  45.954  47.603  54.444
O  46.701  47.467  55.572
C  47.359  48.747  55.954
N  43.972  46.501  53.337
H  45.350  44.296  53.414
H  46.934  44.802  53.971
H  46.233  45.481  52.530
H  44.893  45.799  54.922
H  45.173  48.403  54.571
H  46.330  47.862  53.483
H  48.162  48.892  55.275
H  47.945  48.669  56.985
H  46.657  49.327  55.942
H  43.579  47.254  53.849
H  43.541  45.551  53.400
C  43.447  40.793  51.093
C  43.818  41.516  52.366
C  45.104  40.883  53.044
O  44.579  39.756  53.659
C  45.322  38.609  53.750
N  44.087  42.944  51.989
H  43.122  39.701  51.623
H  44.194  40.757  50.298
H  42.615  41.073  50.608
H  43.112  41.587  53.107
H  45.610  41.669  53.641
H  45.882  40.590  52.473
H  45.035  37.776  54.154
H  46.263  38.776  54.427
H  45.765  38.271  52.808
H  44.138  43.358  52.842
H  43.170  43.238  51.535
C  49.821  44.460  51.847
C  48.666  45.219  52.522
C  49.160  46.468  53.331
O  49.958  46.070  54.375
C  50.253  46.844  55.467
N  47.687  45.690  51.562
H  49.853  44.868  50.852
H  49.536  43.389  51.342
H  50.603  44.305  52.295
H  48.125  44.537  53.394
H  48.374  47.102  53.896
H  49.520  47.199  52.686
H  49.402  47.080  55.954
H  50.863  47.746  55.213
H  50.932  46.155  55.912
H  48.093  46.347  50.909
H  46.873  45.921  51.944
C  43.542  44.433  45.995
O  44.302  43.772  46.773
H  43.835  45.500  46.152
H  42.462  44.264  46.323
H  43.410  44.069  45.072
H  45.197  44.020  46.675

Forces on atoms 1 to 3 (eV/Å):
N 2.972 0.743 1.249
H -2.969 -1.578 0.007
H 0.256 -0.407 -0.938

Atomic partial charges in e from the Mulliken method, atoms 1 to 6: 0.28, 0.17, 0.18, 0.03, 0.13, 0.56

# 5
# H16O10V

H16O10V as an isolated structure at a distorted geometry (wB97M-V/def2-TZVPD, the Open Molecules 2025 dataset).

## Properties
largest force on an atom = 3.7 eV Å⁻¹
total energy = -1705.7973 a.u.
energy relative to the best compared isomer or geometry (same formula, charge and spin) = 39.7 kcal/mol
orbital gap = 8.71 eV
net charge = +1

Geometry (Å):
O  -12.018  17.805  -10.975
V  -13.374  18.372  -11.688
O  -14.047  17.368  -12.782
O  -11.837  19.309  -13.253
H  -10.935  19.006  -13.357
H  -12.105  19.572  -14.134
O  -14.069  17.345  -15.763
H  -13.926  17.063  -14.859
H  -13.757  16.613  -16.295
O  -12.800  14.882  -12.562
H  -12.174  15.255  -13.183
H  -12.763  13.939  -12.721
O  -15.272  15.337  -11.603
H  -14.538  15.294  -12.217
H  -15.519  14.423  -11.460
O  -13.112  20.361  -10.276
H  -13.859  20.933  -10.098
H  -12.436  20.948  -10.616
O  -17.254  16.938  -12.850
H  -16.638  16.299  -12.493
H  -18.004  16.905  -12.257
O  -14.854  17.909  -10.149
H  -15.602  17.313  -10.193
H  -14.952  18.355  -9.308
O  -14.463  20.006  -12.934
H  -15.357  20.312  -12.780
H  -14.057  20.702  -13.451

Forces on atoms 1 to 3 (eV/Å):
O -3.099 0.677 -1.989
V 1.153 -1.976 -0.447
O 2.077 1.582 2.370

Atomic partial charges in e from the natural (NBO) method, atoms 1 to 6: -0.44, 1.46, -0.48, -0.92, 0.52, 0.51

# 6
# C17H32BBeCl4IK3N2O16PSiV

C17H32BBeCl4IK3N2O16PSiV as an isolated structure at a distorted geometry (wB97M-V/def2-TZVPD, the Open Molecules 2025 dataset).

## Properties
largest force on an atom = 5.9 eV Å⁻¹
total energy = -7532.2375 a.u.
energy relative to the best compared isomer or geometry (same formula, charge and spin) = 0.0 kcal/mol
orbital gap = 1.30 eV
net charge = +1

Geometry (Å):
C  1.782  3.335  -1.163
C  1.236  2.564  -0.421
C  0.599  1.475  0.384
N  -0.873  1.756  0.431
C  -1.657  1.332  -0.798
I  -2.371  3.144  -1.748
C  -0.826  0.415  -1.748
Si  -1.873  -0.429  -3.128
C  -3.659  0.158  -3.245
C  -1.895  -2.320  -2.966
C  -1.060  -0.001  -4.799
N  -0.142  -0.612  -0.888
C  0.975  0.000  -0.099
C  2.201  -0.002  -1.054
C  2.600  -1.453  -1.495
C  2.336  -1.705  -3.005
C  2.266  -3.203  -3.374
O  1.470  -3.975  -2.473
C  1.195  -0.912  1.173
B  2.693  -0.787  1.842
O  2.948  0.386  2.682
O  3.697  -1.619  1.649
H  2.275  4.214  -1.600
H  0.995  1.635  1.422
H  -1.264  1.348  1.277
H  -0.979  2.777  0.523
H  -2.531  0.754  -0.421
H  -0.092  1.069  -2.257
H  -4.245  0.076  -2.312
H  -3.765  1.185  -3.634
H  -4.147  -0.497  -3.996
H  -2.535  -2.759  -3.751
H  -2.413  -2.537  -2.008
H  -0.889  -2.762  -2.996
H  -1.694  -0.333  -5.635
H  -0.045  -0.423  -4.892
H  -0.936  1.102  -4.828
H  -0.846  -0.916  -0.212
H  1.974  0.538  -1.992
H  3.062  0.543  -0.620
H  3.697  -1.495  -1.367
H  2.160  -2.227  -0.852
H  3.192  -1.255  -3.543
H  1.422  -1.195  -3.358
H  1.817  -3.356  -4.377
H  3.283  -3.629  -3.443
H  0.904  -3.383  -1.965
H  1.050  -1.972  0.907
H  0.430  -0.651  1.993
H  3.524  1.011  2.195
H  4.560  -1.152  1.863
O  -6.051  1.463  1.901
P  -4.882  1.807  0.962
O  -5.314  2.998  0.092
O  -4.603  0.600  0.039
O  -3.615  2.143  1.766
K  1.402  0.654  3.872
Be  1.914  4.190  -3.330
C  4.986  -1.491  6.858
Cl  5.584  -2.118  5.303
Cl  4.830  -2.833  8.016
Cl  6.085  -0.289  7.532
Cl  3.459  -0.756  6.482
C  -6.258  5.807  -0.464
O  -7.185  5.387  0.221
O  -5.121  6.116  -0.034
O  -6.308  6.001  -1.702
O  5.178  0.186  2.163
V  6.822  0.184  2.738
O  8.390  0.134  3.337
C  2.568  -3.737  5.221
O  2.131  -3.297  6.298
O  3.102  -4.886  5.078
O  2.536  -3.096  4.110
K  -1.914  0.973  3.314
K  4.838  -5.267  6.189
O  -7.926  1.380  -0.627
H  -7.347  1.460  0.176
H  -8.240  2.259  -0.915
H  -8.666  0.767  -0.470

Forces on atoms 1 to 3 (eV/Å):
C 0.760 1.443 1.049
C -0.629 -1.332 0.237
C 1.697 0.826 -0.418

Atomic partial charges in e from the Mulliken method, atoms 1 to 6: 0.64, -2.02, 0.64, 1.33, -2.45, 0.17